#P
Below is a cluster of 2 separate species, H3NO2S in total, with properties calculated with ωB97M-V with the def2-TZVPD basis set.

XYZ file:
```
7
Properties=species:S:1:pos:R:3:nbo_charge:R:1
N -1.65686 -0.10156 0.15084 -0.61
O 1.97639 1.11269 -0.06673 -0.88
O 0.41519 -0.71038 -0.54191 -0.78
S 1.63031 -0.43221 0.33614 1.17
H -1.31636 -0.75444 0.92742 0.30
H -2.31904 -0.67466 -0.34308 0.30
H 1.27036 1.56056 -0.46268 0.51
```

As for the net charge: 0. Its HOMO energy (alpha / beta) is -10.019 / -8.986 eV.



#Q
Below is an isolated molecule of H3NO2S, with properties calculated with ωB97M-V with the def2-TZVPD basis set.

XYZ file:
```
7
Properties=species:S:1:pos:R:3:nbo_charge:R:1
N 0.72930 -0.28303 -0.60305 -1.07
S -0.48584 0.11190 0.39430 1.95
O -0.12849 1.55591 1.36945 -0.88
O -1.66376 0.10789 -0.40775 -0.89
H 1.67356 -0.06175 -0.79228 0.44
H 0.28878 -0.56676 -1.39704 0.40
H -0.41354 -0.86416 1.43636 0.05
```

The SMILES is N[SH](=O)=O. As for the net charge: 0. Its HOMO energy is -10.272 eV.



#R
Below is a cluster of 2 separate species, H3NO2S in total, with properties calculated with ωB97M-V with the def2-TZVPD basis set.

XYZ file:
```
7
Properties=species:S:1:pos:R:3:nbo_charge:R:1
O 1.58987 0.07609 0.35825 -0.71
S 3.07804 -0.04392 0.53398 0.71
N -1.20957 0.39524 -0.47938 -0.53
O -1.03794 -0.91315 -0.01503 -0.59
H -0.24084 0.82124 -0.07266 0.33
H -1.98385 0.73406 0.08862 0.33
H -0.19571 -1.06955 -0.41378 0.46
```

The SMILES is O=S.NO. As for the net charge: 0. Its HOMO energy (alpha / beta) is -8.592 / -8.595 eV.



So which one is most stable? That would be #Q, about 0.216 eV below the next structure.



#P
Below is an isolated molecule of C3H4N2OS2, with properties calculated with ωB97M-V with the def2-TZVPD basis set.

XYZ file:
```
12
Properties=species:S:1:pos:R:3:nbo_charge:R:1
O -1.20899 2.20066 -1.08248 -0.65
C -0.62184 1.42300 -0.15955 0.19
C -0.47980 1.63013 1.16276 -0.07
N 0.06503 0.50611 1.75804 -0.38
N 0.43388 -0.33779 0.69517 -0.37
S 1.02671 -1.89640 1.02215 0.25
C -0.07194 0.12820 -0.47829 0.01
S -0.12177 -0.61220 -1.96059 -0.21
H -1.16884 1.69642 -1.91852 0.50
H -0.77994 2.48025 1.78082 0.23
H 0.85778 0.62755 2.38918 0.39
H -0.16698 -2.53812 1.10143 0.12
```

The SMILES is Oc1c[nH]n(S)c1=S. As for the net charge: 0. Its HOMO energy is -8.145 eV.



#Q
Below is an isolated molecule of C3H4N2OS2, with properties calculated with ωB97M-V with the def2-TZVPD basis set.

XYZ file:
```
12
Properties=species:S:1:pos:R:3:nbo_charge:R:1
O -2.79049 -1.44927 -0.09829 -0.52
C -1.78144 -0.80806 -0.09626 0.44
C -1.64477 0.71941 -0.11858 -0.35
N -0.27095 1.12716 -0.09281 -0.49
C 0.52733 0.14618 -0.05766 0.29
N 1.89894 0.32764 0.02500 -0.77
S 3.05972 -0.88045 -0.21545 0.22
S -0.11180 -1.51710 -0.05969 0.19
H -2.15169 1.10312 -1.02740 0.24
H -2.20060 1.12400 0.73698 0.24
H 2.17301 1.27620 -0.06326 0.41
H 3.29273 -1.16883 1.06741 0.10
```

The SMILES is O=C1CN=C(NS)S1. As for the net charge: 0. Its HOMO energy is -9.426 eV.



So which one is most stable? That would be #Q, about 1.218 eV below the next structure.